No. 1
CH2N2O3S as an isolated structure in a non-equilibrium geometry. Source: OMol25; level of theory: ωB97M-V/def2-TZVPD.

- Gap between HOMO and LUMO: 10.11 eV
- E_LUMO: -0.30 eV
- Maximum force: 0.1589 Eh/bohr

```
9
CH2N2O3S, DFT ωB97M-V/def2-TZVPD
C -1.73265 -0.61728 0.27889
N -1.48102 0.67618 -0.13382
N 2.32735 -0.23830 -0.15949
O -0.84425 -1.45313 0.10129
O 3.28946 -0.24538 0.53639
O 1.18053 0.48092 0.26348
S -0.15351 0.40475 -0.77566
H -2.68647 -0.85420 0.77200
H 0.10058 1.84643 -0.88307
```

Atomic partial charges in e from the natural (NBO) method, atoms 1 to 8: 0.4738 -0.8745 0.3667 -0.5989 -0.2371 -0.5938 1.2329 0.1674

---

No. 2
C15H36BErN3O4P2 as an isolated structure in a non-equilibrium geometry. Source: OMol25; level of theory: ωB97M-V/def2-TZVPD.

- Gap between HOMO and LUMO (alpha / beta): 8.34 / 5.79 eV
- E_LUMO (alpha / beta): -7.19 / -9.74 eV
- Expectation value of S²: 6.01
- Total charge: +2
- Maximum force: 0.0861 Eh/bohr
- Spin multiplicity: 5

```
62
C15H36BErN3O4P2, DFT ωB97M-V/def2-TZVPD
Er 0.86828 -0.05252 -0.08317
H 0.69555 0.08298 -3.49205
H -1.08554 -0.02857 -2.05225
P 0.21292 -2.69794 -0.21843
P 0.18065 2.64405 -0.13082
C 1.87503 3.17968 0.38153
H 1.94927 4.27625 0.29563
H 2.08253 2.88662 1.42824
H 2.63921 2.71702 -0.27270
C -0.01010 3.41432 -1.76899
H -1.04293 3.29436 -2.13032
H 0.22195 4.48857 -1.73795
H 0.66691 2.92412 -2.48434
C -0.88317 3.54463 1.01887
H -0.73578 3.16395 2.03998
H -0.66376 4.62207 1.00206
H -1.93678 3.39425 0.74242
C 1.11569 -3.20730 -1.73163
H 1.30438 -4.29154 -1.70184
H 0.53260 -2.95312 -2.63354
H 2.08293 -2.67791 -1.79219
C 1.28941 -3.37090 1.10900
H 0.86092 -3.13121 2.09976
H 1.34047 -4.46577 0.99240
H 2.31491 -2.95426 1.06499
C -1.29581 -3.66214 -0.09757
H -1.96490 -3.43735 -0.93850
H -1.06572 -4.73460 -0.09956
H -1.81701 -3.41580 0.83700
C -1.63934 -0.13377 1.33266
O -2.67614 -0.18757 1.84384
H -2.08366 -0.86162 -3.03249
H -2.13206 0.77863 -2.99619
H -0.49143 1.06437 -4.73429
H -0.39767 -0.99020 -4.75039
B -0.36937 0.03569 -4.12726
N -1.49706 -0.02292 -3.00622
H 1.37854 0.22908 -1.94403
C -0.30666 -0.95341 5.64896
C 1.15859 -1.04820 5.28070
C 1.78085 0.16103 4.51539
C 1.89686 1.51484 5.27325
C 0.62046 2.28556 5.54723
C 3.21656 -0.25586 4.15357
O 4.06270 -0.53399 4.99529
N 3.56912 -0.33099 2.80273
C 2.71214 -0.21536 1.76722
O 2.98691 -0.45952 0.56147
N 1.44237 0.18726 2.05345
C 0.93881 0.40715 3.29411
O -0.24764 0.79179 3.33227
H -0.48769 -0.15707 6.37137
H -0.63250 -1.89582 6.09748
H -0.92518 -0.77675 4.76660
H 1.76446 -1.21868 6.17687
H 1.29531 -1.93505 4.63981
H 2.43645 1.32258 6.20497
H 2.54348 2.16251 4.65930
H -0.08728 1.71992 6.15397
H 0.87006 3.20862 6.07826
H 0.12362 2.56469 4.61507
H 4.54501 -0.62864 2.59231
```

Atomic partial charges in e from the natural (NBO) method, atoms 1 to 8: 1.6201 0.0665 0.3755 0.7460 0.7697 -0.9314 0.2729 0.2549

---

No. 3
C7H20MnO15S3 as an isolated structure in a non-equilibrium geometry. Source: OMol25; level of theory: ωB97M-V/def2-TZVPD.

- Gap between HOMO and LUMO (alpha / beta): 3.13 / 3.05 eV
- E_LUMO (alpha / beta): 5.70 / 5.69 eV
- Expectation value of S²: 12.01
- Total charge: -3
- Maximum force: 0.1199 Eh/bohr
- Spin multiplicity: 7

```
46
C7H20MnO15S3, DFT ωB97M-V/def2-TZVPD
Mn -0.64561 0.31743 0.34670
S -3.41985 -1.14873 -0.58137
O -2.39608 -0.18183 -0.29748
O -3.78003 -1.83389 0.64717
O -4.63902 -0.58776 -1.14420
O -2.90437 -2.19598 -1.45079
S -0.06026 -2.94666 0.94906
O -0.17151 -1.51185 0.77377
O 1.12145 -3.52173 0.24629
O 0.21261 -3.30185 2.32402
O -1.22784 -3.59155 0.47477
S -2.07426 0.22159 3.13139
O -1.37046 -1.03273 3.46051
O -1.92292 1.11414 4.31149
O -1.44082 0.89263 1.99722
O -3.49661 -0.00763 2.97323
C -1.30701 2.78697 -1.59808
O -0.70733 2.50041 -0.33317
H -0.66921 2.50049 -2.43428
H -2.26924 2.30327 -1.76617
H -1.51006 3.85152 -1.71470
H 0.07220 3.05238 -0.23696
C 1.19000 0.15692 -3.90080
C 0.14359 -0.46009 -2.99661
C 0.06390 -2.03045 -3.22010
O 0.36754 -0.17707 -1.62444
H 1.23884 1.22437 -3.68570
H 0.96924 -0.02805 -4.95205
H 2.17126 -0.25660 -3.66793
H -0.85258 -0.11361 -3.27173
H 1.08665 -2.39152 -3.11193
H -0.46016 -2.28156 -4.14227
H -0.53883 -2.56596 -2.48659
H 1.29237 -0.23047 -1.37261
C 1.73039 -0.04526 3.10084
C 1.86367 1.23656 2.39673
C 3.34573 1.80690 2.09879
O 1.40871 1.10094 1.07821
H 0.67506 -0.31508 3.14046
H 2.11181 0.15846 4.10140
H 2.30104 -0.89953 2.73656
H 1.18270 1.85131 2.98535
H 3.36831 2.74028 1.53630
H 4.00492 1.08323 1.61934
H 3.82997 1.95313 3.06431
H 2.11210 0.80450 0.49601
```

Atomic partial charges in e from the natural (NBO) method, atoms 1 to 8: 1.4965 2.5918 -1.0787 -0.6006 -1.0025 -0.8566 2.6511 -1.1427

---

No. 4
A 2-piece molecular cluster, C6H11N overall in a non-equilibrium geometry. Source: OMol25; level of theory: ωB97M-V/def2-TZVPD.

- Gap between HOMO and LUMO: 9.42 eV
- E_LUMO: 1.01 eV
- SMILES: CC=C(C)C.C#N
- Maximum force: 0.0200 Eh/bohr

```
18
C6H11N, DFT ωB97M-V/def2-TZVPD
C 1.63964 -0.68001 0.40751
C 0.21172 -0.43991 0.77714
C -0.56357 0.56932 0.39217
C -1.85318 0.86058 1.10182
C -0.21472 1.54889 -0.69040
H 2.26677 -0.36076 1.23971
H 1.93999 -0.12098 -0.47896
H 1.83383 -1.73826 0.24765
H -0.15224 -1.09738 1.55654
H -2.68541 0.92179 0.40076
H -2.07682 0.09984 1.84382
H -1.77261 1.82442 1.60595
H -1.12067 1.90341 -1.17668
H 0.30319 2.41357 -0.27286
H 0.42508 1.09706 -1.44329
C 0.62860 -2.27838 -1.84521
N -0.34821 -1.84577 -1.45235
H 1.53862 -2.67742 -2.21332
```

Atomic partial charges in e from the natural (NBO) method, atoms 1 to 8: -0.6413 -0.1829 0.0243 -0.6243 -0.6491 0.2186 0.2053 0.2003

---

No. 5
An isolated molecule of C3H6N4 in a non-equilibrium geometry. Source: OMol25; level of theory: ωB97M-V/def2-TZVPD.

- Gap between HOMO and LUMO: 7.95 eV
- E_LUMO: 0.04 eV
- Maximum force: 0.0774 Eh/bohr

```
13
C3H6N4, DFT ωB97M-V/def2-TZVPD
C -2.60344 0.59393 -0.14188
C 2.04114 -1.01040 -0.01449
C -1.34923 0.16022 -0.13794
N -0.43838 1.25579 -0.07908
N 1.50729 2.07092 0.08554
N 1.28518 -0.17641 -0.57524
N 0.79320 1.07592 -0.12097
H -3.33942 -0.17658 -0.23137
H -2.90578 1.59915 -0.08111
H 2.35544 -1.89466 -0.43324
H 2.44956 -0.70925 0.88902
H -1.12662 -0.95087 -0.12294
H 2.49213 1.83409 0.04730
```

Atomic partial charges in e from the natural (NBO) method, atoms 1 to 8: -0.3945 -0.0126 -0.0902 -0.2850 -0.4789 -0.2753 0.2707 0.1870

---

No. 6
A 5-piece molecular cluster, C33H69FN2O9PS5 overall in a non-equilibrium geometry. Source: OMol25; level of theory: ωB97M-V/def2-TZVPD.

- Gap between HOMO and LUMO: 8.11 eV
- E_LUMO: -2.43 eV
- Total charge: +1
- Maximum force: 0.0963 Eh/bohr

```
120
C33H69FN2O9PS5, DFT ωB97M-V/def2-TZVPD
C 4.30254 -0.99324 5.18046
C 5.10517 -0.73117 3.75098
C 3.93244 -0.23680 2.66220
O 3.49653 1.05218 3.06212
C 2.89309 1.96406 2.15808
C 3.19688 1.84040 0.55341
P 5.09657 1.93787 0.11791
C 6.15587 2.21461 1.67916
C 5.36617 3.52741 -0.96427
C 6.02379 4.73948 -0.07101
N 2.47314 0.73944 -0.16919
C 1.34695 0.10866 0.57644
C 0.53579 1.08746 1.64827
S 0.02785 -0.12576 3.03925
C -0.78277 1.56128 0.80146
C -1.96472 0.40581 0.66524
C -1.51079 2.94143 1.23433
C -2.71389 2.82142 2.33893
C -3.05134 4.20726 3.15168
N 1.36925 2.18354 2.26075
C 0.89584 2.73315 3.57754
C 1.18267 4.38251 3.60846
F 1.46954 2.19627 4.81055
H 4.74724 -0.34966 6.06758
H 4.38774 -2.12605 5.54207
H 3.16218 -0.71909 5.08551
H 5.60179 -1.74720 3.43932
H 5.89291 0.11104 3.97843
H 4.40051 -0.40968 1.61498
H 3.04584 -1.01951 2.82863
H 3.32477 3.04689 2.43988
H 2.78353 2.85533 0.07349
H 6.39708 1.13128 2.11849
H 5.68597 2.91123 2.49349
H 7.21300 2.62297 1.30549
H 6.14092 3.25697 -1.80580
H 4.34243 3.83416 -1.49176
H 5.48499 4.93285 0.95856
H 7.15662 4.44995 0.10553
H 6.04971 5.76419 -0.67724
H 2.10542 1.03318 -1.10579
H 0.57058 -0.27906 -0.24439
H 1.71576 -0.89428 1.10991
H -0.30040 -1.36547 2.42003
H -0.39776 1.71952 -0.31895
H -1.57801 -0.52350 0.04997
H -2.80500 0.90506 -0.01974
H -2.49142 0.13201 1.67011
H -0.78701 3.80236 1.62536
H -2.01009 3.39926 0.25072
H -3.67836 2.44574 1.74561
H -2.46496 1.94414 3.10678
H -3.42094 5.04065 2.39853
H -3.99005 3.97796 3.84938
H -2.14854 4.54484 3.81551
H 1.23831 3.00627 1.58972
H -0.28948 2.65910 3.70761
H 1.62729 4.72626 4.64925
H 1.90950 4.72838 2.75129
H 0.14005 4.93904 3.44406
C -8.09805 -0.66970 0.80864
C -7.70341 -0.32180 -0.62587
C -6.26711 0.19784 -0.59322
S -5.48642 -0.57934 0.81326
O -5.16427 0.44428 1.78515
O -4.50726 -1.53969 0.34483
C -6.92915 -1.45988 1.37788
H -9.02795 -1.24460 0.84597
H -8.24524 0.25131 1.38529
H -7.75525 -1.22401 -1.24738
H -8.38096 0.41773 -1.06396
H -5.72270 -0.06705 -1.50315
H -6.23650 1.28044 -0.44249
H -6.93412 -1.50906 2.46808
H -6.89241 -2.46832 0.95511
C -1.11674 2.26463 -3.99972
C -0.87585 0.76135 -4.12903
C -2.17717 0.05439 -3.75377
S -3.49598 1.19387 -4.14619
O -4.14446 1.58992 -2.91381
O -4.23708 0.69134 -5.28579
C -2.44786 2.52967 -4.68719
H -0.30801 2.84593 -4.45213
H -1.18003 2.53910 -2.93995
H -0.61197 0.52219 -5.16638
H -0.04840 0.42807 -3.49486
H -2.31263 -0.86820 -4.32386
H -2.22181 -0.15966 -2.68238
H -2.89092 3.48790 -4.41066
H -2.35038 2.45914 -5.77465
C 7.35543 -6.52774 4.37000
C 5.93705 -6.52023 4.93809
C 5.28990 -5.19529 4.53835
S 6.07876 -4.69308 3.01614
O 6.82665 -3.47841 3.26387
O 5.13095 -4.81161 1.92616
C 7.22546 -6.05443 2.92992
H 7.81055 -7.52083 4.42711
H 7.98504 -5.83284 4.93846
H 5.36766 -7.35334 4.50837
H 5.93578 -6.64815 6.02507
H 4.21557 -5.30662 4.37117
H 5.47210 -4.41904 5.28663
H 8.17134 -5.71974 2.50066
H 6.77846 -6.82902 2.29963
C -5.53604 -1.50327 -8.17618
C -5.62422 -2.74357 -9.06416
C -4.49101 -3.68264 -8.65419
S -4.15890 -3.34291 -6.93199
O -2.82865 -2.78228 -6.82129
O -4.59493 -4.46931 -6.13102
C -5.34390 -2.02322 -6.75933
H -6.43188 -0.88083 -8.25782
H -4.67280 -0.89610 -8.47384
H -6.58972 -3.23870 -8.90423
H -5.55928 -2.48648 -10.12604
H -4.77623 -4.73143 -8.76909
H -3.57848 -3.48031 -9.22165
H -4.96269 -1.26619 -6.07189
H -6.27056 -2.45454 -6.36907
```

Atomic partial charges in e from the Löwdin method, atoms 1 to 8: -0.1201 -0.1646 -0.2232 -0.1165 -0.2339 -0.4062 0.9337 -0.3250

---

No. 7
C10H30FeOP2 as an isolated structure in a non-equilibrium geometry. Source: OMol25; level of theory: ωB97M-V/def2-TZVPD.

- Gap between HOMO and LUMO (alpha / beta): 4.93 / 7.46 eV
- E_LUMO (alpha / beta): 0.65 / 0.62 eV
- Expectation value of S²: 6.03
- Maximum force: 0.0731 Eh/bohr
- Spin multiplicity: 5

```
44
C10H30FeOP2, DFT ωB97M-V/def2-TZVPD
Fe 0.21800 -0.17925 -0.55185
H -2.92446 -0.59007 -1.05822
H -2.96785 0.16082 -1.11574
P 0.55569 -2.39799 -0.96245
P 0.55459 2.13408 -0.89789
C 0.73247 3.10458 0.65842
H 0.90904 4.16759 0.42631
H -0.16508 3.03042 1.28879
H 1.58580 2.71458 1.22879
C 1.93341 2.78770 -1.89960
H 1.85966 2.40112 -2.92132
H 1.95331 3.88514 -1.93913
H 2.88011 2.43508 -1.47863
C -0.88223 3.01071 -1.64030
H -1.76349 2.87534 -0.99964
H -0.69706 4.08922 -1.76561
H -1.10058 2.56641 -2.61962
C 2.03615 -3.01296 -1.82228
H 2.04717 -4.10679 -1.91672
H 2.08068 -2.56372 -2.81984
H 2.92227 -2.69189 -1.26524
C 0.55005 -3.40937 0.57519
H -0.41016 -3.27402 1.09350
H 0.69109 -4.47782 0.34937
H 1.35462 -3.07604 1.24411
C -0.80824 -3.20341 -1.88104
H -0.92263 -2.70664 -2.85134
H -0.63650 -4.27849 -2.03668
H -1.73555 -3.06472 -1.31189
H 0.61731 -0.12324 -2.02818
H 1.74233 -0.12460 -0.70362
C -1.62078 0.98495 2.85629
C -0.69050 -0.08199 3.41091
C 0.29509 -0.24986 2.27771
O -0.55173 -0.06111 1.07964
C -1.80010 0.59971 1.41184
H -2.56051 1.06998 3.37702
H -1.14316 1.95855 2.83982
H -1.24855 -1.00950 3.55429
H -0.18150 0.16381 4.33456
H 1.11496 0.50300 2.34856
H 0.77684 -1.23073 2.15032
H -2.57122 -0.15511 1.27146
H -2.02876 1.42654 0.70996
```

Atomic partial charges in e from the natural (NBO) method, atoms 1 to 8: 0.7137 0.0032 -0.0016 0.8958 0.8960 -0.9658 0.2145 0.2121

---

No. 8
An isolated molecule of C4H6N2. Source: OMol25; level of theory: ωB97M-V/def2-TZVPD.

- Gap between HOMO and LUMO: 11.12 eV
- E_LUMO: 1.01 eV
- SMILES: [H]/N=C/CC1=NC1
- Maximum force: 0.0113 Eh/bohr

```
12
C4H6N2, DFT ωB97M-V/def2-TZVPD
H -1.28764 2.39509 1.22757
N -1.49557 1.54494 0.70173
C -0.70565 0.61475 1.04215
C -0.76249 -0.72787 0.35562
C 0.48575 -0.85901 -0.43373
N 1.46984 -1.59098 -0.69197
C 1.40098 -0.20826 -1.34043
H 0.09773 0.73056 1.78313
H -1.61769 -0.71970 -0.32962
H -0.86712 -1.55539 1.06651
H 1.17897 -0.16717 -2.40620
H 2.10289 0.54304 -0.97476
```

Atomic partial charges in e from the natural (NBO) method, atoms 1 to 8: 0.3402 -0.5920 0.1480 -0.5324 0.2504 -0.3064 -0.3272 0.1574

---

Among the records above, which one has the lowest maximum force? C4H6N2

---

Which formula does entry 4 have? C6H11N